Density functional theory data (ωB97M-V/def2-TZVPD) for a cluster of 2 separate species, C3H10N2O3 in total.

The HOMO-LUMO gap comes out at 9.6 eV. The SMILES is NCCNC(=O)O.O. As for the HOMO energy: -9.1 eV. For the largest force on an atom, the calculation gives 1.12 eV Å⁻¹. Its net charge is 0.

Geometry as XYZ:
```
18
C3H10N2O3 ωB97M-V/def2-TZVPD
O -1.637 -2.021 -0.171
O -0.248 -1.180 -2.780
O -0.355 -1.410 1.578
N -1.017 0.153 0.131
N 1.635 0.371 -0.393
C 1.187 1.267 0.622
C -1.079 -1.160 0.475
C -0.345 1.166 0.942
H -0.681 -1.875 -2.272
H -0.405 -2.359 1.765
H -1.720 0.561 -0.457
H 2.099 0.775 -1.186
H -0.837 2.115 0.732
H 1.324 2.304 0.312
H -0.430 0.882 1.981
H 1.005 -0.381 -0.601
H -0.273 -0.396 -2.221
H 1.777 1.187 1.542
```

Atom-resolved charges from Mulliken, all expressed in e: O -0.6383; O -0.6571; O -0.4600; N -0.1809; N -0.4656; C -0.3706; C 0.5112; C -0.5918; H 0.3573; H 0.3495; H 0.2854; H 0.2397; H 0.3880; H 0.2901; H 0.2639; H 0.1603; H 0.2987; H 0.2201

***

Density functional theory data (ωB97M-V/def2-TZVPD) for a cluster of 2 separate species, C3H10N2O3 in total.

The HOMO-LUMO gap comes out at 10.0 eV. The SMILES is NC(=O)[C@@H](N)CO.O. As for the HOMO energy: -9.3 eV. For the largest force on an atom, the calculation gives 6.03 eV Å⁻¹. Its net charge is 0.

Geometry as XYZ:
```
18
C3H10N2O3 ωB97M-V/def2-TZVPD
O -0.023 -2.975 0.165
O 1.392 -0.843 -1.001
O -2.430 -0.051 -0.538
N 2.161 1.005 -0.037
N -0.458 1.337 1.338
C 1.196 0.092 -0.274
C -1.112 0.491 -0.877
C -0.204 0.366 0.394
H 1.919 1.711 0.622
H -1.491 1.603 -1.075
H 0.695 -3.589 -0.254
H -0.756 -0.093 -1.619
H 0.251 -2.179 -0.301
H -2.371 -0.741 0.035
H 3.038 0.876 -0.470
H -1.063 1.252 2.074
H -0.501 2.285 0.896
H -0.246 -0.550 0.922
```

Atom-resolved charges from Mulliken, all expressed in e: O -0.6790; O -0.6856; O -0.4974; N -0.3754; N -0.6029; C 0.3795; C -0.3297; C -0.0748; H 0.2125; H 0.2074; H 0.3217; H 0.4061; H 0.3257; H 0.2837; H 0.2415; H 0.1898; H 0.2414; H 0.4356

***

Density functional theory data (ωB97M-V/def2-TZVPD) for a cluster of 4 separate species, C3H10N2O3 in total.

The HOMO-LUMO gap comes out at 9.0 eV. The SMILES is c1c[nH]cn1.O.O.O. As for the HOMO energy: -8.7 eV. For the largest force on an atom, the calculation gives 1.06 eV Å⁻¹. Its net charge is 0.

Geometry as XYZ:
```
18
C3H10N2O3 ωB97M-V/def2-TZVPD
O 0.884 -2.708 -0.387
O 1.432 2.765 -3.400
O 0.070 -2.293 -3.334
N -0.782 -0.394 2.069
N -0.020 1.541 1.427
C -1.554 0.527 2.718
C 0.116 0.245 1.292
C -1.080 1.736 2.263
H -2.492 0.180 3.121
H 1.494 -3.430 -0.571
H -1.243 2.733 2.646
H 0.803 -0.290 0.655
H -0.716 -2.840 -3.227
H -0.870 -1.394 2.120
H 0.714 -2.300 -1.246
H 0.693 -2.809 -3.853
H 1.147 2.704 -2.486
H 2.159 2.156 -3.543
```

Atom-resolved charges from Mulliken, all expressed in e: O -0.6385; O -0.6456; O -0.6806; N -0.0298; N -0.5513; C -0.2669; C -0.1309; C -0.3230; H 0.3351; H 0.2948; H 0.3625; H 0.4063; H 0.3362; H 0.1911; H 0.3680; H 0.3292; H 0.3320; H 0.3112

***

Density functional theory data (ωB97M-V/def2-TZVPD) for the molecule C3H10N2S.

The HOMO-LUMO gap comes out at 9.9 eV. The SMILES is NC[C@H](N)CS. As for the HOMO energy: -8.9 eV. For the largest force on an atom, the calculation gives 2.40 eV Å⁻¹. Its net charge is 0.

Geometry as XYZ:
```
16
C3H10N2S ωB97M-V/def2-TZVPD
S 0.543 -1.342 -2.393
N 1.752 0.143 0.442
N -1.914 0.415 0.972
C -0.099 0.015 -1.227
C 0.356 -0.257 0.190
C -0.515 0.452 1.261
H 0.402 -1.325 0.403
H -0.195 1.490 1.408
H -1.156 -0.090 -1.442
H 1.425 -2.127 -1.738
H 0.314 0.909 -1.688
H -2.283 0.996 0.242
H 1.887 1.106 0.140
H -0.230 -0.095 2.145
H -2.650 0.023 1.520
H 2.362 -0.313 -0.235
```

Atom-resolved charges from Mulliken, all expressed in e: S -0.2706; N -0.6747; N -0.4416; C -0.6576; C -0.0481; C -0.6002; H 0.3925; H 0.2489; H 0.3883; H 0.0993; H 0.3256; H 0.1683; H 0.2566; H 0.3788; H 0.1491; H 0.2854

***

Density functional theory data (ωB97M-V/def2-TZVPD) for a cluster of 2 separate species, C3H10N2S in total.

The HOMO-LUMO gap comes out at 4.6 eV. As for the HOMO energy: -8.1 eV. For the largest force on an atom, the calculation gives 4.83 eV Å⁻¹. Its net charge is 0.

Geometry as XYZ:
```
16
C3H10N2S ωB97M-V/def2-TZVPD
S -1.925 -0.044 1.880
N 0.334 0.866 -1.385
N 2.407 -0.603 -1.581
C -1.499 0.498 0.156
C 0.061 0.588 -0.045
C 0.948 -0.238 -2.006
H -1.851 -0.271 -0.412
H -2.141 -0.259 5.321
H 0.481 -1.329 -1.803
H 0.950 -0.112 -3.016
H 3.033 -0.698 -2.343
H 0.541 -0.336 0.401
H 0.379 1.509 0.525
H -2.320 -0.935 5.137
H -2.136 1.336 0.123
H 2.739 0.028 -0.952
```

Atom-resolved charges from Mulliken, all expressed in e: S -0.2131; N -0.2984; N -0.5004; C -0.6268; C -0.4359; C -0.3440; H 0.3210; H 0.0252; H 0.2093; H 0.3959; H 0.2057; H 0.4251; H 0.2985; H -0.0280; H 0.3587; H 0.2072

***

Density functional theory data (ωB97M-V/def2-TZVPD) for a cluster of 2 separate species, C3H10N2S in total.

The HOMO-LUMO gap comes out at 9.5 eV. The SMILES is [H]/N=C/N.CCS. As for the HOMO energy: -8.5 eV. For the largest force on an atom, the calculation gives 0.93 eV Å⁻¹. Its net charge is 0.

Geometry as XYZ:
```
16
C3H10N2S ωB97M-V/def2-TZVPD
S 1.169 0.560 -0.786
N -2.170 2.339 2.312
N -1.291 0.288 1.780
C 1.754 -1.106 -1.176
C -2.304 1.034 1.920
C 1.779 -1.407 -2.661
H -2.994 2.909 2.362
H 2.604 -0.930 -3.153
H -1.547 -0.679 1.615
H -1.343 2.590 2.823
H 1.108 -1.833 -0.689
H 1.192 0.409 0.544
H -3.344 0.731 1.796
H 1.793 -2.490 -2.765
H 2.743 -1.282 -0.751
H 0.851 -1.132 -3.170
```

Atom-resolved charges from Mulliken, all expressed in e: S -0.2446; N -0.4274; N -0.5653; C -0.3206; C 0.1163; C -1.1384; H 0.2062; H 0.3110; H 0.1953; H 0.2235; H 0.2807; H 0.1145; H 0.2779; H 0.3132; H 0.3155; H 0.3424